# 1
Entry from the Open Molecules 2025 dataset: C22H21N9O6STi as an isolated structure (ωB97M-V with the def2-TZVPD basis set).

Summary:
HOMO energy = -0.5071 hartree
Kohn-Sham gap = 6.60 eV
charge = +2
E_tot = -82786.139 eV

CARTESIAN COORDINATES (ANGSTROEM)
Ti -0.374 -0.115 0.136
C 1.006 3.002 2.817
C 0.173 1.982 2.142
N 0.344 1.596 0.934
N 1.320 2.134 0.105
C 1.098 1.703 -1.099
O -0.026 0.978 -1.321
C 2.037 1.946 -2.181
C 1.857 1.276 -3.390
C 2.784 1.437 -4.406
C 3.880 2.266 -4.212
C 4.056 2.940 -3.008
C 3.139 2.780 -1.987
C -0.969 1.308 2.788
C -1.331 1.556 4.088
C -2.442 0.901 4.608
C -3.142 0.038 3.791
C -2.702 -0.157 2.490
N -1.639 0.458 1.983
H 1.732 3.418 2.127
H 1.533 2.538 3.655
H 0.380 3.802 3.219
H 1.001 0.626 -3.520
H 2.655 0.918 -5.347
H 4.605 2.390 -5.006
H 4.911 3.587 -2.869
H 3.263 3.295 -1.043
H -0.760 2.251 4.689
H -2.748 1.067 5.633
H -4.015 -0.493 4.145
H -3.245 -0.838 1.851
N -2.295 2.596 -0.937
N -3.323 1.826 -1.535
C -3.437 0.530 -1.384
N -4.507 -0.111 -1.840
N -2.409 -0.083 -0.715
N -2.476 -1.393 -0.464
O -1.525 -1.706 0.361
O -3.247 -2.199 -0.879
H -2.463 3.558 -1.206
H -1.416 2.298 -1.353
H -4.074 2.326 -1.983
H -5.258 0.395 -2.280
H -4.527 -1.119 -1.856
O -0.161 -1.824 -1.867
C 0.719 -2.079 -1.065
N 1.366 -1.025 -0.402
S 1.815 -1.522 1.091
O 0.591 -1.007 1.799
O 3.056 -1.055 1.579
C 1.697 -3.235 0.767
C 2.126 -4.300 1.529
C 1.899 -5.567 1.002
C 1.260 -5.740 -0.224
C 0.836 -4.650 -0.979
C 1.079 -3.391 -0.477
H 2.615 -4.165 2.486
H 2.230 -6.435 1.558
H 1.097 -6.741 -0.600
H 0.352 -4.775 -1.939

---

# 2
Entry from the Open Molecules 2025 dataset: C5H7Br4NO2 as an isolated structure (ωB97M-V with the def2-TZVPD basis set).

Summary:
HOMO energy = -0.3603 hartree
Kohn-Sham gap = 8.97 eV
energy above the lowest of the compared OMol25 structures with the same formula, charge and spin = 0.747 eV
charge = 0
E_tot = -291049.466 eV

CARTESIAN COORDINATES (ANGSTROEM)
C -0.322 1.290 -1.545
C -0.951 -1.192 -0.934
C 1.048 -0.071 0.213
C 0.148 -0.053 -1.062
C 0.587 0.302 1.629
N -0.735 -0.358 2.081
O -0.740 -1.556 1.866
O -1.559 0.249 2.695
Br 2.768 0.949 -0.079
Br 1.410 -0.826 -2.387
Br 1.810 -0.299 2.992
Br 0.199 2.197 1.810
H 0.561 1.784 -2.053
H -0.583 1.779 -0.676
H -1.310 1.337 -2.114
H -0.580 -2.148 -0.498
H -1.398 -1.478 -1.827
H -1.743 -0.791 -0.287
H 1.391 -1.117 0.176

---

# 3
Entry from the Open Molecules 2025 dataset: C29H28FeN3O5 as an isolated structure (ωB97M-V with the def2-TZVPD basis set).

Summary:
HOMO energy (spin up / spin down) = -0.2566 / -0.2902 hartree
Kohn-Sham gap (spin up / spin down) = 6.82 / 6.79 eV
energy above the lowest of the compared OMol25 structures with the same formula, charge and spin = 0.405 eV
charge = 0
multiplicity = 6
E_tot = -79625.181 eV

CARTESIAN COORDINATES (ANGSTROEM)
Fe -1.031 0.240 -0.744
C -0.301 0.641 4.699
C -1.664 0.776 5.057
C -2.603 0.810 4.032
C -2.247 0.881 2.703
N -0.873 1.121 2.424
C 0.071 0.770 3.411
C -3.248 0.553 1.665
C -4.587 0.873 1.884
C -5.545 0.346 1.042
C -5.159 -0.484 0.004
C -3.806 -0.688 -0.202
N -2.876 -0.170 0.604
C -3.284 -1.519 -1.333
C -4.085 -2.037 -2.336
C -3.491 -2.801 -3.327
C -2.128 -3.039 -3.279
C -1.395 -2.475 -2.247
N -1.965 -1.724 -1.301
H 0.447 0.384 5.436
H -1.976 0.715 6.088
H -3.649 0.674 4.268
H 1.074 0.592 3.063
H -4.864 1.527 2.698
H -6.591 0.575 1.199
H -5.897 -0.934 -0.643
H -5.146 -1.831 -2.366
H -4.092 -3.205 -4.132
H -1.633 -3.640 -4.030
H -0.328 -2.619 -2.138
C -1.879 2.313 -4.095
C -1.692 1.507 -2.840
O -2.642 1.355 -2.044
O -0.545 0.997 -2.597
H -2.394 3.242 -3.851
H -2.511 1.755 -4.786
H -0.924 2.523 -4.568
C 7.164 0.251 -0.017
C 5.709 -0.134 -0.091
C 5.057 -0.690 1.000
C 3.708 -1.027 0.947
C 3.016 -1.644 2.135
C 3.000 -0.792 -0.227
C 3.632 -0.247 -1.346
C 2.872 -0.045 -2.631
C 4.980 0.073 -1.259
C 1.534 -1.143 -0.293
O 1.186 -2.282 -0.562
O 0.744 -0.156 0.008
H 7.629 -0.138 0.889
H 7.281 1.337 -0.013
H 7.719 -0.133 -0.874
H 5.612 -0.875 1.915
H 3.719 -1.825 2.948
H 2.546 -2.590 1.864
H 2.224 -0.991 2.508
H 2.567 -1.008 -3.048
H 3.489 0.464 -3.371
H 1.966 0.543 -2.483
H 5.478 0.494 -2.128
C 0.870 2.502 1.266
C -0.494 1.881 1.329
O -1.315 2.117 0.444
H 0.719 3.574 1.411
H 1.266 2.337 0.268
H 1.586 2.145 1.994

---

Q: Look up the charge of the second one.
A: 0